Arrangement P

This record from the OMol25 dataset describes 2 unconnected molecules or ions with the total composition C10H16O. The level of theory is ωB97M-V/def2-TZVPD.

The value obtained for the HOMO energy is -8.386 eV. As for the HOMO-LUMO gap: 9.2 eV.

Atoms and positions in Å:
C -1.79626 -0.13395 -2.00578
C 0.18344 3.25404 -0.14696
C 0.94832 2.21070 -0.63144
C -1.20519 3.14892 -0.17864
C 0.32869 1.08917 -1.18584
C -1.77856 2.04117 -0.75178
C -1.04533 0.95032 -1.26417
O 0.71968 4.40260 0.33912
H 1.68288 4.32178 0.38252
H 2.02060 2.15292 -0.50070
H -1.74922 4.02622 0.13609
H 1.02914 0.34363 -1.55549
H -2.85550 1.97707 -0.86913
H -2.85142 0.11943 -1.94520
H -1.70483 -1.11858 -1.57356
H -1.48131 -0.09151 -3.04543
C 0.89544 -3.20856 1.07482
C 1.84916 -2.73482 2.14810
C -0.15057 -2.08729 0.71120
H 0.27330 -4.02989 1.43621
H 1.31265 -3.50136 0.12234
H 2.04514 -3.43062 2.96383
H 2.85283 -2.43795 1.80503
H 0.29930 -1.37579 0.01504
H 1.54730 -1.80475 2.63394
H -0.35206 -1.47966 1.58279
H -1.01762 -2.60324 0.30310


Arrangement Q

This record from the OMol25 dataset describes 2 unconnected molecules or ions with the total composition C10H16O. The level of theory is ωB97M-V/def2-TZVPD.

The value obtained for the HOMO energy is -8.296 eV. As for the HOMO-LUMO gap: 9.1 eV.

Atoms and positions in Å:
C 1.33941 -0.81850 -3.99572
C 0.29443 -1.33994 -2.96584
H 1.36474 -1.60934 -4.76176
H 0.87022 -0.05887 -4.63669
H 2.32790 -0.87187 -3.56135
H 0.75399 -1.86043 -2.14940
H -0.24234 -0.47428 -2.57659
H -0.50781 -1.94321 -3.41695
C 0.37437 2.26335 -0.36131
C 1.10436 3.24778 0.52364
C -0.07016 0.96268 0.29097
C -1.35418 0.72983 0.68788
C 0.96678 0.08032 0.71317
C -1.85580 -0.33975 1.44360
C 0.53524 -1.08358 1.34308
C -0.83419 -1.27419 1.65216
O -1.11436 -2.49607 2.16501
H -0.47196 2.89794 -0.64803
H 0.80583 1.99079 -1.32808
H 0.44831 3.91190 1.09509
H -1.99521 1.58747 0.44120
H 2.00562 0.32673 0.61360
H -2.59662 -0.36525 2.23141
H 1.23876 -1.86465 1.58308
H -2.02427 -2.73828 2.07975
H 1.77933 3.90744 -0.02886
H 1.64018 2.71782 1.33858


Arrangement R

This record from the OMol25 dataset describes 2 unconnected molecules or ions with the total composition C10H16O. The level of theory is ωB97M-V/def2-TZVPD.

The value obtained for the HOMO energy is -8.596 eV. As for the HOMO-LUMO gap: 9.4 eV.

Atoms and positions in Å:
C -0.44115 1.09984 2.63068
C 1.91312 0.03990 -0.08834
C 1.31656 0.82601 0.89400
C 1.61159 -1.32016 -0.21218
C 0.32889 0.24623 1.65963
C 0.67213 -1.91175 0.65463
C 0.10309 -1.10298 1.63691
O 2.33768 -1.99801 -1.13719
H 2.68414 0.52329 -0.67297
H 1.60332 1.87854 0.91054
H 1.93816 -2.43791 -1.89628
H 0.54117 -3.01445 0.59498
H -1.41036 1.39995 2.27153
H 0.11073 2.01290 2.86802
H -0.53534 -1.59430 2.35187
H -0.63550 0.46713 3.51105
C -1.75992 0.85655 -1.24368
C -1.47774 0.98670 -2.75478
C -3.12407 1.49767 -1.02531
H -1.64383 -0.18374 -0.97121
H -0.93406 1.31441 -0.66530
H -1.82133 1.94673 -3.16484
H -3.98204 0.90492 -1.28256
H -3.22184 1.70951 0.04403
H -2.19767 0.34281 -3.25438
H -0.41387 0.87781 -2.96458
H -3.15897 2.46988 -1.50006


Arrangement S

This record from the OMol25 dataset describes 2 unconnected molecules or ions with the total composition C10H16O. The level of theory is ωB97M-V/def2-TZVPD.

The value obtained for the HOMO energy is -8.426 eV. As for the HOMO-LUMO gap: 9.2 eV.

Atoms and positions in Å:
C -1.19911 1.42865 2.12829
C -1.82169 1.23135 3.52033
C -0.88072 0.18772 1.36501
C 0.30195 -0.52534 1.58650
C -1.75606 -0.26993 0.37927
C 0.63277 -1.55301 0.72895
C -1.41675 -1.32814 -0.44172
C -0.15598 -1.91426 -0.35936
O 0.04588 -2.97910 -1.18139
H -1.61349 2.23646 1.52157
H -0.27464 1.92647 2.45666
H -2.76355 0.69505 3.63544
H 0.99673 -0.11093 2.30811
H -2.75913 0.11830 0.22684
H 1.57056 -2.08623 0.86141
H -2.14110 -1.62822 -1.18604
H 0.95755 -3.20890 -1.38494
H -1.79598 2.09456 4.19485
H -1.13786 0.55662 4.05598
C 1.64618 0.23238 -3.64317
C 2.18434 1.01232 -2.42311
H 1.86188 0.74666 -4.58958
H 2.24449 -0.67522 -3.73542
H 0.55858 0.16470 -3.65438
H 3.02437 0.48166 -2.01045
H 1.38396 1.10262 -1.67538
H 2.30680 2.06378 -2.68430


Which one sits at the top of the stability order? arrangement P does.


Arrangement P

This record from the OMol25 dataset describes 2 unconnected molecules or ions with the total composition C10H16O. The level of theory is ωB97M-V/def2-TZVPD.

The value obtained for the HOMO energy is -8.273 eV. As for the HOMO-LUMO gap: 9.1 eV.

Atoms and positions in Å:
C -1.17674 1.95919 -0.23619
C -0.94002 2.54835 -1.70235
H -1.93054 2.60265 0.17235
H -1.33109 0.84686 -0.31247
H -0.28558 2.16008 0.37880
H -1.78273 3.17546 -1.98724
H -0.81248 1.69342 -2.34822
H -0.12840 3.23342 -1.57611
C -0.54748 -1.06665 -1.27166
C -0.48785 -2.54502 -1.57460
C 0.20447 -0.69658 -0.04012
C -0.47324 -0.86308 1.15646
C 1.49612 -0.13167 -0.11541
C 0.25802 -0.64841 2.34387
C 2.22509 -0.06666 1.05792
C 1.59484 -0.30567 2.29847
O 2.32980 -0.01723 3.39555
H -0.23929 -0.37564 -2.13194
H -1.60353 -0.74721 -1.24844
H -0.61886 -2.71585 -2.63135
H -1.50436 -1.21171 1.25946
H 1.62105 0.23462 -1.11982
H -0.15445 -0.81260 3.33628
H 3.22571 0.34825 1.00332
H 1.96747 -0.38078 4.21488
H -1.29042 -3.08638 -1.05150
H 0.38448 -3.13118 -1.26994


Arrangement Q

This record from the OMol25 dataset describes 2 unconnected molecules or ions with the total composition C10H16O. The level of theory is ωB97M-V/def2-TZVPD.

The value obtained for the HOMO energy is -8.392 eV. As for the HOMO-LUMO gap: 9.3 eV.

Atoms and positions in Å:
C 0.74481 1.68472 0.00962
C 0.34285 3.16858 0.00666
C -0.37425 0.75738 0.39813
C -1.46995 0.61665 -0.44104
C -0.42493 0.09871 1.62718
C -2.52927 -0.24743 -0.18408
C -1.30973 -0.96098 1.76600
C -2.35105 -1.13278 0.87298
O -3.26816 -2.14699 1.02760
H 0.99312 1.45293 -1.01824
H 1.55854 1.55818 0.72118
H -0.15541 3.56330 -0.86835
H -1.52492 1.15252 -1.35462
H 0.34293 0.31552 2.35898
H -3.36745 -0.32458 -0.86077
H -1.22398 -1.70077 2.55837
H -3.19371 -2.41771 1.95645
H 1.22932 3.76582 0.22365
H -0.32695 3.40331 0.84159
C 1.35158 -1.86519 -0.98529
C 2.67185 -1.25468 -1.39817
H 1.44824 -2.67182 -0.26226
H 0.72758 -1.10884 -0.51629
H 0.86210 -2.35628 -1.82538
H 3.43149 -1.98723 -1.71216
H 3.30514 -0.74172 -0.66941
H 2.51020 -0.62060 -2.27232


Arrangement R

This record from the OMol25 dataset describes 2 unconnected molecules or ions with the total composition C10H16O. The level of theory is ωB97M-V/def2-TZVPD.

The value obtained for the HOMO energy is -8.428 eV. As for the HOMO-LUMO gap: 9.2 eV.

Atoms and positions in Å:
C 0.25072 -2.38122 -1.07441
C -1.84449 0.47307 0.15837
C -1.09554 -0.70986 0.15369
C -1.98589 1.20327 -0.97034
C -0.54740 -1.10446 -1.02843
C -1.26872 0.84792 -2.14226
C -0.54102 -0.29837 -2.22160
O -2.89286 2.21205 -1.16075
H -2.32748 0.88910 1.05443
H -1.02065 -1.34161 1.03410
H -3.21309 2.59607 -0.32009
H -1.41028 1.52594 -2.97048
H 1.33040 -2.51433 -0.91916
H -0.01499 -3.01302 -1.93519
H 0.04203 -0.62898 -3.05515
H -0.17023 -2.97733 -0.24293
C 1.21933 0.44099 1.97511
C 1.96296 -0.74284 1.33833
C 1.31812 1.69111 1.16825
H 0.18052 0.13517 2.08244
H 1.60205 0.62788 3.00188
H 1.34764 -1.53913 0.97173
H 2.27279 1.86979 0.65664
H 0.68471 1.76671 0.25162
H 2.65165 -1.17450 2.08485
H 2.45239 -0.44885 0.38009
H 1.01729 2.59542 1.72925


Which one sits at the top of the stability order? arrangement Q does.


Arrangement P

This record from the OMol25 dataset describes 2 unconnected molecules or ions with the total composition C10H16O. The level of theory is ωB97M-V/def2-TZVPD.

The value obtained for the HOMO energy is -8.698 eV. As for the HOMO-LUMO gap: 9.4 eV.

Atoms and positions in Å:
C 0.18361 -0.77854 -1.14840
C 1.31863 -1.60233 -1.24099
C -0.83154 -0.23288 -0.74047
C 0.91593 -3.06837 -0.85751
C -2.14407 0.51910 -0.65881
C -0.52007 -3.47473 -1.16211
C 1.35862 1.71317 -0.04766
C -0.28677 3.26905 1.17303
C 0.56061 0.91557 2.14285
C 0.51818 1.99929 0.96184
O 1.70369 -3.70638 -0.21945
H 1.84552 -1.58283 -2.17105
H -3.13037 0.10381 -1.10056
H -2.32421 0.75990 0.39267
H -1.92313 1.43666 -1.05926
H -0.98168 -2.60950 -1.76158
H -0.43531 -4.46404 -1.65124
H -1.04523 -3.50454 -0.19114
H 1.80118 0.74934 -0.21372
H 2.07122 -1.28429 -0.43701
H 1.16635 2.36744 -0.94390
H -0.13769 3.70921 2.16357
H 0.06599 3.94794 0.44066
H -1.34351 2.95053 1.08274
H 0.74612 1.24723 3.17011
H 1.26652 0.13287 1.84794
H -0.41861 0.48731 2.22945


Arrangement Q

This record from the OMol25 dataset describes 2 unconnected molecules or ions with the total composition C10H16O. The level of theory is ωB97M-V/def2-TZVPD.

The value obtained for the HOMO energy is -8.030 eV. As for the HOMO-LUMO gap: 8.7 eV.

Atoms and positions in Å:
C -0.91564 -2.28194 0.98477
C -1.48829 -3.53371 1.69687
H 0.17226 -2.13358 1.11003
H -1.07049 -2.31851 -0.18812
H -1.51847 -1.47140 1.46586
H -1.52379 -4.34530 0.95061
H -0.82734 -3.81135 2.50428
H -2.54958 -3.30799 2.01675
C -1.48073 1.38807 1.11403
C -1.90205 2.81714 0.79122
C -0.38612 0.89785 0.24076
C -0.61637 0.58248 -1.06711
C 0.92797 0.79867 0.79502
C 0.43291 0.12178 -1.82890
C 2.02590 0.39395 0.01859
C 1.79399 0.01873 -1.29162
O 2.66980 -0.37590 -2.13631
H -1.06746 1.23645 2.15048
H -2.40305 0.82643 1.15580
H -2.87611 2.96832 0.17001
H -1.66338 0.46231 -1.42237
H 1.14204 1.14276 1.83642
H 0.27904 -0.07432 -2.90085
H 3.00403 0.23656 0.42522
H 2.39484 -0.32942 -3.10698
H -1.14757 3.35152 0.32825
H -2.05281 3.35661 1.87335


Which one sits at the top of the stability order? arrangement Q does.


Arrangement P

This record from the OMol25 dataset describes 3 unconnected molecules or ions with the total composition C4H15N3O. The level of theory is ωB97M-V/def2-TZVPD.

The value obtained for the HOMO energy is -6.777 eV. As for the HOMO-LUMO gap: 7.4 eV.

Atoms and positions in Å:
C -0.03162 0.14216 -1.21466
C -0.85389 0.53063 1.04399
C 0.88903 1.31416 -1.36812
C -1.36687 0.21908 -1.88753
N 0.51775 -1.07458 -1.07915
N -1.43146 -0.69870 1.53489
H -0.12405 -1.85307 -1.01277
H 1.26845 -1.08113 -0.36215
H -1.86294 -1.25855 0.81024
H -0.71840 -1.23927 2.01869
H 0.42568 0.28238 0.84156
H -1.57776 1.11026 0.47683
H -2.06048 -0.52987 -1.49904
H 0.38372 2.23650 -1.08319
H 1.78779 1.19951 -0.76623
H 1.17977 1.39942 -2.42371
H -1.81485 1.20419 -1.77030
H -1.24127 0.03434 -2.96048
N 1.50490 -0.90475 2.34289
O 1.66417 -0.18368 1.11062
H -0.57652 1.16335 1.89901
H 2.13610 -1.70263 2.27970
H 1.90275 -0.30977 3.06892


Arrangement Q

This record from the OMol25 dataset describes 2 unconnected molecules or ions with the total composition C4H15N3O. The level of theory is ωB97M-V/def2-TZVPD.

The value obtained for the HOMO energy is -8.196 eV. As for the HOMO-LUMO gap: 9.0 eV.

Atoms and positions in Å:
C -0.21620 1.04436 1.24765
N -0.95799 -0.20654 1.48826
C -0.15582 -1.39778 1.56908
N -0.01264 -2.11945 0.31256
C -0.33860 1.71796 -0.13404
N -0.33841 0.69477 -1.14284
C -0.89209 1.06840 -2.40836
H 0.83760 0.88570 1.53825
H -0.42424 1.73347 2.08680
H -1.66226 -0.18130 0.76193
H 0.79361 -1.09815 2.05093
H -0.41564 -2.11724 2.37346
H 0.91790 -2.42293 0.10326
H -0.77561 -2.74535 0.12571
H -1.28525 2.25892 -0.08786
H 0.45196 2.48510 -0.15846
H -0.00076 -0.22059 -0.88603
H -0.53457 2.05247 -2.69854
H -0.73032 0.29402 -3.18825
H -1.98462 0.83301 -2.50341
H 2.72631 -1.48182 -0.60558
H 2.18089 -0.18366 -0.01115
O 2.81676 -0.89335 0.16659


Arrangement R

This record from the OMol25 dataset describes 2 unconnected molecules or ions with the total composition C4H15N3O. The level of theory is ωB97M-V/def2-TZVPD.

The value obtained for the HOMO energy is -8.310 eV. As for the HOMO-LUMO gap: 9.1 eV.

Atoms and positions in Å:
C -0.93177 0.33013 -0.23713
C -0.22051 -1.25954 -0.70994
C -1.12139 0.29117 1.26850
C -2.23635 0.43877 -1.00797
N -0.05478 1.36795 -0.59630
O 0.21694 -1.18413 -2.06428
H 0.90330 -0.50434 -2.11699
H 0.04640 1.45913 -1.60155
H 0.88219 1.24402 -0.15428
H -1.11787 -1.88202 -0.73921
H 0.41214 -1.86888 -0.05029
H -1.64651 1.19029 1.58972
H -0.15966 0.25270 1.77450
H -1.71784 -0.57299 1.55163
H -2.05715 0.23254 -2.06398
H -2.64486 1.44745 -0.90886
H -2.96790 -0.26944 -0.62683
N 2.26137 0.11842 0.40761
N 2.13237 -0.05867 1.82284
H 2.61170 -0.89759 2.15379
H 3.22696 0.01603 0.08881
H 1.64238 -0.63843 -0.06771
H 2.54085 0.74743 2.28792


Which one sits at the top of the stability order? arrangement Q does.